No. 1
A structure of composition BrH3P2 in a non-equilibrium geometry, computed with ωB97M-V/def2-TZVPD.

Structure (XYZ):
```
6
Properties=species:S:1:pos:R:3:lowdin_charge:R:1
Br -2.293 -0.026 0.018 0.091
P 0.868 0.843 -0.135 0.365
P -0.360 -0.972 0.085 -0.059
H 2.046 0.521 0.612 -0.166
H -0.333 -1.441 -1.637 -0.044
H 0.073 1.076 1.057 -0.187
```

Properties
net charge	0
energy	-3258.4667	a.u.
frontier orbital gap	9.325	eV
highest occupied orbital energy	-9.0	eV
largest force on an atom	0.0837	hartree/bohr

---

No. 2
A cluster of 2 separate species, C4H3NO in total in a non-equilibrium geometry, computed with ωB97M-V/def2-TZVPD.

Structure (XYZ):
```
9
Properties=species:S:1:pos:R:3:lowdin_charge:R:1
O -2.101 0.971 -0.135 0.123
N -0.094 -2.055 0.106 0.124
C -0.709 -0.991 0.199 -0.203
C 0.961 1.051 0.809 0.030
C -1.338 0.078 -0.212 -0.256
C 1.021 1.120 -0.386 0.019
H 1.086 1.218 -1.431 0.045
H 0.924 0.973 1.855 0.045
H 0.250 -2.365 -0.805 0.074
```

Properties
net charge	0
energy	-284.0209	a.u.
frontier orbital gap	7.724	eV
SMILES string	N=C=C=O.C#C
highest occupied orbital energy	-8.3	eV
largest force on an atom	0.0410	hartree/bohr